A | Density functional theory data (ωB97M-V/def2-TZVPD) for a molecular structure, C6H12Cl6F8Mg2N4O16S8.

Values from the calculation:
HOMO-LUMO gap, eV: 2.403
2S+1: 1

Positions of all 62 atoms, in Å:
Mg -4.20 25.54 9.54
N -0.89 23.43 9.32
N -7.55 24.21 8.03
O -1.13 29.59 4.14
O -2.58 21.48 -3.06
S -7.84 23.87 6.35
N -2.35 21.10 -0.51
Cl 3.59 12.85 7.55
S -1.34 19.80 -1.12
C 0.43 33.11 11.09
H 5.08 20.13 12.52
H 6.53 20.92 13.16
O -0.16 20.20 -1.92
O -8.71 21.99 8.52
C 0.19 34.50 10.46
H 0.83 12.64 8.52
Cl -1.02 34.39 9.11
F 1.24 25.87 3.55
H 2.13 14.71 7.56
O 1.17 27.75 5.11
S -3.14 21.02 -1.81
H 4.96 21.18 14.77
O 0.83 23.16 11.28
F 0.29 25.11 10.03
H 1.09 32.49 10.49
H 1.74 12.76 9.93
S -1.58 28.19 4.42
O -6.62 23.70 5.59
F -8.28 25.39 5.89
O -9.00 23.17 5.77
Cl -1.10 32.28 11.22
O -2.32 27.88 5.69
H 0.85 33.13 12.10
H 6.11 19.95 15.46
O -1.94 18.47 -1.38
Mg -2.37 23.26 2.68
H 3.15 14.63 8.98
O 1.73 23.57 9.03
F -1.80 21.29 9.01
H -0.28 35.20 11.15
H 1.08 35.02 10.11
S -8.77 23.46 8.49
F -2.84 28.12 3.38
C 2.51 14.04 8.33
F -4.08 22.23 -1.35
F -8.57 23.83 10.10
S 0.59 23.56 9.89
N -0.89 26.73 3.80
Cl 4.05 19.00 15.07
C 5.35 20.17 14.70
S -0.45 21.96 8.50
F -0.61 19.68 0.31
Cl 6.76 18.62 13.00
S 0.55 27.36 3.86
O -0.68 22.17 7.08
C 1.41 13.37 9.09
O -4.22 19.98 -1.87
Cl 0.37 14.56 9.94
O 0.59 21.04 8.85
O -10.08 24.02 8.19
O 0.90 28.05 2.64
C 5.84 20.09 13.29

Atomic partial charges in e from the Mulliken method, atoms 1 to 8:
1. Mg 1.432
2. N -0.163
3. N -0.212
4. O -0.459
5. O -0.486
6. S 1.105
7. N -0.129
8. Cl -0.198



B | Density functional theory data (ωB97M-V/def2-TZVPD) for a molecular structure, C6H12Cl6F8Mg2N4O16S8.

Values from the calculation:
HOMO-LUMO gap, eV: 8.279
2S+1: 1

Positions of all 62 atoms, in Å:
S -18.23 15.90 -21.17
Cl -17.01 20.98 -17.32
F -21.70 14.47 -18.11
S -23.47 18.43 -21.89
C -24.31 12.79 -21.19
O -21.51 20.64 -21.57
O -13.61 17.72 -17.10
O -19.27 17.96 -16.41
N -13.83 15.34 -15.91
S -19.11 17.17 -17.56
H -22.19 17.94 -16.12
F -17.26 17.02 -20.62
H -23.60 12.07 -20.78
O -19.54 16.35 -20.81
H -16.77 20.22 -19.55
F -24.23 17.28 -21.08
C -16.22 20.07 -18.63
Cl -21.39 19.92 -18.16
S -13.96 16.35 -17.19
C -23.65 13.89 -21.97
S -21.12 19.30 -21.86
H -23.61 20.30 -17.48
O -20.76 18.90 -23.17
O -17.76 15.76 -22.49
H -14.21 20.13 -17.88
Cl -23.52 17.45 -18.05
F -17.88 12.52 -19.37
N -20.46 16.49 -18.27
H -23.09 13.62 -22.87
O -19.91 13.49 -20.20
Cl -25.34 11.86 -22.32
O -24.21 19.58 -21.47
N -17.73 14.77 -20.01
O -14.98 17.13 -14.54
C -23.05 18.40 -16.61
H -24.44 14.55 -22.34
H -16.28 19.01 -18.38
S -20.69 15.31 -17.19
F -12.88 15.73 -18.14
Mg -16.73 14.95 -18.46
O -17.92 16.35 -17.68
H -14.70 21.58 -18.73
Mg -21.36 16.90 -19.87
C -22.75 19.81 -17.01
O -23.46 18.01 -23.24
N -21.99 18.20 -21.06
C -14.77 20.49 -18.73
H -24.92 13.16 -20.37
Cl -22.61 14.91 -20.93
S -18.51 13.46 -20.53
H -22.50 20.45 -16.16
O -21.45 15.65 -16.04
S -13.77 16.34 -14.64
F -19.76 19.13 -21.03
F -13.95 15.20 -13.54
Cl -13.99 19.88 -20.21
F -18.85 18.24 -18.68
O -18.06 12.89 -21.74
O -12.51 16.92 -14.34
O -19.62 14.37 -17.04
H -23.88 18.38 -15.90
O -15.20 16.03 -17.90

Atomic partial charges in e from the Mulliken method, atoms 1 to 8:
1. S 0.314
2. Cl -0.208
3. F -0.232
4. S 0.919
5. C -0.295
6. O -0.560
7. O -0.456
8. O -0.438



Which structure is most stable? B, by 2407.8 kJ/mol over the runner-up.



A | Density functional theory data (ωB97M-V/def2-TZVPD) for 2 unconnected molecules or ions with the total composition C2HClN2O.

Values from the calculation:
HOMO-LUMO gap (spin up / spin down), eV: 7.778 / 7.425
2S+1: 1

Positions of all 7 atoms, in Å:
C 0.26 1.86 -0.02
H -1.48 -0.39 0.10
C -0.69 -1.06 0.05
Cl 1.92 -0.77 -0.12
N 0.32 2.97 0.07
N 0.37 -0.35 -0.32
O -0.71 -2.26 0.24

How positive or negative is each atom? The Mulliken charges in e answer that:
1. C 0.095
2. H 0.335
3. C 0.218
4. Cl 0.114
5. N -0.214
6. N -0.105
7. O -0.442



B | Density functional theory data (ωB97M-V/def2-TZVPD) for a single C2HClN2O molecule.

Values from the calculation:
HOMO-LUMO gap, eV: 10.841
2S+1: 1
SMILES: Clc1conn1

Positions of all 7 atoms, in Å:
N -1.21 0.06 0.72
C 0.84 -0.05 -0.16
H 1.67 0.11 -0.67
O 0.85 0.20 1.03
Cl -1.28 -0.29 -2.06
N -0.37 0.20 1.62
C -0.50 -0.22 -0.48

How positive or negative is each atom? The Mulliken charges in e answer that:
1. N -0.200
2. C 0.040
3. H 0.491
4. O -0.029
5. Cl -0.159
6. N -0.114
7. C -0.029



C | Density functional theory data (ωB97M-V/def2-TZVPD) for a single C2HClN2O molecule.

Values from the calculation:
HOMO-LUMO gap, eV: 9.191
2S+1: 1
SMILES: N#C[C@@H](Cl)N=O

Positions of all 7 atoms, in Å:
Cl 0.32 0.72 1.98
O 1.53 -0.41 -1.35
N -2.08 -0.98 -0.23
N 1.24 -0.56 -0.18
H 0.11 1.19 -0.43
C -1.20 -0.32 -0.04
C 0.08 0.36 0.25

How positive or negative is each atom? The Mulliken charges in e answer that:
1. Cl -0.130
2. O -0.247
3. N -0.263
4. N 0.066
5. H 0.333
6. C -0.047
7. C 0.287



D | Density functional theory data (ωB97M-V/def2-TZVPD) for 2 unconnected molecules or ions with the total composition C2HClN2O.

Values from the calculation:
HOMO-LUMO gap, eV: 9.476
2S+1: 1
SMILES: [O-][N+]#CCl.C#N

Positions of all 7 atoms, in Å:
N 2.43 1.82 0.09
C 2.66 0.64 0.03
N 1.40 -2.28 0.29
C 0.87 -1.57 -0.45
Cl 3.90 -0.50 0.01
H 0.41 -1.18 -1.36
O 1.79 2.82 0.08

How positive or negative is each atom? The Mulliken charges in e answer that:
1. N 0.470
2. C 0.082
3. N -0.380
4. C 0.129
5. Cl -0.029
6. H 0.288
7. O -0.560



Which structure is most stable? B, by 42.9 kJ/mol over the runner-up.



A | Density functional theory data (ωB97M-V/def2-TZVPD) for 9 unconnected molecules or ions with the total composition C48H88N16O4S.

Values from the calculation:
HOMO-LUMO gap, eV: 8.115
2S+1: 1
Net charge: +6

Positions of all 157 atoms, in Å:
N -4.66 -1.25 -3.61
N 2.41 -3.87 -2.53
C 0.00 2.88 8.79
H 2.49 -3.39 1.55
H 0.90 4.41 -3.73
C -3.84 0.60 0.63
H -0.42 -6.41 1.18
N -2.63 3.98 -1.40
C -6.56 3.26 -3.13
H -0.35 2.63 -3.89
H 2.86 -0.34 -0.94
C 3.62 2.71 0.61
H 0.69 6.03 -1.75
C -5.35 -0.63 -2.63
O 1.45 0.01 1.00
C -1.90 4.42 -0.22
H 2.31 6.51 -1.85
H 3.37 -1.26 4.75
C 3.74 -4.00 -2.82
H -5.83 -0.08 0.04
H 1.36 -2.48 -1.16
N -4.50 -0.31 -1.63
N 1.07 -0.39 -4.54
C 0.41 -0.98 -5.57
C -3.26 -0.76 -2.03
H -1.68 -1.41 6.05
H 0.85 2.24 8.57
C -3.32 -1.30 -3.27
N 3.33 2.92 -0.80
N 1.27 -1.84 -6.15
C -0.08 3.96 7.71
H -0.61 -0.74 -5.82
H -4.16 5.50 -1.68
H -6.96 3.59 -2.18
C -5.39 3.99 -3.71
H 5.38 -2.60 -2.36
N 1.34 -5.24 1.45
C 0.23 1.92 -4.48
H -5.57 5.07 -3.74
H 0.84 -3.69 -7.09
C 1.33 -4.64 -3.15
C 2.40 -1.91 -5.38
H -5.10 3.68 -4.72
H 3.69 -4.28 6.35
C 3.42 3.03 -3.02
N 2.28 -1.59 6.60
H -5.63 -2.68 -4.70
H 1.27 7.14 -3.01
H -0.92 2.30 8.90
C -1.07 -0.59 5.68
H 4.10 -4.71 -3.55
H 3.25 -4.36 8.13
O -0.14 -0.54 -0.79
H 3.74 1.64 0.75
H 4.50 3.29 0.87
C -2.42 2.71 -1.96
C 4.36 -2.93 -2.23
H 0.04 -2.23 1.61
H 1.76 -7.22 0.85
H 1.81 4.43 -0.61
H 3.08 -0.79 -3.65
C 2.28 -6.33 1.20
H 4.31 -6.66 0.48
C 0.91 2.41 4.54
C 1.02 -2.65 -7.35
H 2.06 -4.11 6.78
C 1.11 2.63 5.86
C 1.47 6.21 -2.49
C 3.06 -3.92 7.16
H 3.18 -2.54 -5.78
C -0.82 3.26 2.92
H 1.13 2.42 -4.85
H 3.12 -1.97 8.38
H -3.49 1.89 -3.66
H 0.22 -2.15 -7.88
H 0.68 4.73 7.82
C -0.05 -4.04 -2.87
S 0.13 0.33 0.38
H -4.20 1.23 1.44
H -2.94 1.11 0.27
H 1.91 2.36 6.54
H -0.96 4.61 7.78
H 3.56 2.86 -4.07
C -4.94 0.34 -0.42
H 4.61 -0.51 -1.00
C 0.43 0.61 -3.70
O -0.82 0.03 1.45
H 3.64 -1.28 0.30
C 3.90 2.35 -1.92
H 0.56 -1.73 7.81
N -0.63 -4.28 1.40
H -0.20 1.78 -5.47
N -4.15 3.76 -2.94
C 3.20 -2.38 7.37
C 1.74 4.96 -3.32
H 0.93 -0.35 3.86
N 0.31 -0.88 5.82
H -2.56 -1.77 -3.87
N 2.53 3.96 -2.56
C 3.51 -5.93 0.40
C 2.43 3.80 -1.22
H -2.63 4.37 0.60
H -0.55 4.22 2.47
H -2.42 -3.88 0.39
H -1.70 4.16 5.49
C -0.78 3.63 5.35
C 0.97 -1.36 6.87
H -2.60 -5.02 1.63
C 2.25 -2.87 -1.64
H 0.20 3.37 9.74
C 0.30 -3.28 1.60
N 3.44 -2.27 -1.49
H -2.32 -3.34 2.13
H -2.38 -0.66 -1.41
H -0.15 -3.12 -3.44
C 2.43 -1.21 5.28
H -0.81 -4.66 -3.35
C 1.25 -0.77 4.81
N 0.04 3.32 6.38
H -1.29 0.29 6.30
C 1.53 -3.87 1.52
H -7.33 3.27 -3.91
H 4.23 -2.10 7.14
H -1.28 3.61 0.19
N -0.20 3.16 4.23
H 1.60 -4.65 -4.21
H 1.91 -2.55 -7.98
H 1.56 1.93 3.82
C 2.30 -1.00 -4.37
H 2.97 3.17 1.36
H 3.86 -4.93 0.62
H -3.50 -0.37 1.00
C 3.69 -1.03 -0.76
C -2.07 -4.10 1.40
H -4.57 -1.70 -5.68
H -6.15 -1.02 -5.07
C -3.41 2.60 -2.84
H -6.42 2.17 -3.07
H 0.89 0.85 -2.74
H -1.40 5.38 -0.21
H -0.52 0.19 -3.35
H -1.53 2.11 -1.85
H -1.89 3.35 3.08
C 0.01 -5.44 1.36
H -0.29 -3.96 -1.81
H 2.77 -6.47 2.17
H 4.73 1.68 -1.79
C -5.29 -1.65 -4.87
O 0.13 1.73 -0.04
H -5.35 1.29 -0.79
H 3.33 -6.07 -0.68
H 2.28 5.24 -4.22
H -1.37 -0.27 4.68
H -0.56 2.46 2.21
H 1.43 -5.68 -2.84
H -6.41 -0.43 -2.66
C -3.71 4.57 -1.97

Atomic partial charges in e from the Mulliken method, atoms 1 to 8:
1. N 0.116
2. N 0.735
3. C -1.066
4. H 0.584
5. H -0.039
6. C -1.102
7. H 0.429
8. N 0.496



B | Density functional theory data (ωB97M-V/def2-TZVPD) for 9 unconnected molecules or ions with the total composition C48H88N16O4S.

Values from the calculation:
HOMO-LUMO gap, eV: 9.042
2S+1: 1
Net charge: +6

Positions of all 157 atoms, in Å:
H 1.55 -1.78 -4.39
N -4.74 0.50 0.26
C 1.96 -3.23 -0.10
H 2.68 -6.36 0.27
H -1.05 -7.09 -2.33
C -7.76 -2.86 1.77
C -3.78 1.42 -4.77
C -3.11 3.37 -3.42
H -1.71 0.51 -3.04
C 2.95 2.58 4.01
H -6.76 0.56 -0.48
N -2.35 3.63 -2.37
H 9.51 1.47 0.80
C -3.11 -2.69 3.54
H -2.58 0.50 4.23
N 0.52 -2.20 4.76
C -3.16 -2.18 -1.47
C 2.17 3.68 3.97
C 1.48 2.41 -4.95
H 10.19 2.43 -0.53
H 5.69 -1.06 -2.91
H -5.07 -2.28 5.50
H 10.22 0.61 -0.54
H -3.79 2.07 1.25
H -0.70 -0.37 7.16
H 1.42 -0.42 -6.54
N 1.04 -5.19 -0.46
H 0.70 -0.77 3.18
C 3.45 0.68 2.39
C -0.64 -6.14 -2.01
O 1.73 0.52 -0.43
O -0.38 -0.54 -1.13
C -1.72 2.46 -1.98
C -2.14 4.94 -1.75
H 0.81 4.83 1.04
N -2.98 2.09 -3.75
C -5.38 -1.02 -1.20
C 7.32 0.73 -0.82
C 4.07 -4.07 1.06
H 4.30 0.51 3.04
H 0.12 -2.98 6.73
H 3.95 -4.33 2.11
H -5.02 -3.23 1.41
N 2.83 -4.23 0.32
H 7.28 -0.17 -0.22
H 1.45 -3.09 3.13
C -2.41 -3.35 2.36
H 3.55 2.09 4.76
C 6.66 2.39 -2.09
C 4.96 0.57 -1.67
H -0.31 5.27 -2.89
N -0.11 -0.17 5.10
H 6.03 2.97 -2.74
C 0.18 -2.11 6.10
N -4.59 -2.60 3.44
H -2.08 -4.35 2.63
O 0.63 -1.01 1.06
H -7.65 -2.30 4.51
H 0.01 -3.33 -1.03
H -2.27 -1.76 -1.93
H 3.31 2.28 -8.98
C -5.82 0.03 -0.48
N -6.61 -2.76 2.69
H 0.70 -7.16 -0.62
H -7.53 -3.53 0.95
H 4.26 1.39 -1.80
H 0.14 1.83 4.51
H -1.04 2.33 -1.14
C -0.31 -0.86 6.28
H -4.67 1.00 -4.29
H -6.25 0.68 2.42
C 1.18 -3.36 4.14
C 1.75 2.23 -7.50
H 1.38 5.80 2.35
C -2.07 1.51 -2.88
H -0.92 3.81 2.82
C 4.93 -0.27 -2.95
H 3.97 -0.74 -3.10
H 2.06 -3.58 4.73
C -5.27 1.15 2.54
H 3.66 1.17 -7.66
C -0.55 4.82 2.66
C 2.09 2.70 1.99
C -0.68 5.36 -1.87
H 3.80 2.96 -7.50
C 0.90 4.85 2.13
H 1.51 1.65 -2.89
H -0.89 1.60 5.86
H 0.48 -4.20 4.13
S 0.39 0.02 0.00
C 9.66 1.51 -0.28
C 0.86 -3.82 -0.59
C 2.24 -5.40 0.04
H -2.73 -2.82 -0.69
H -8.03 -1.86 1.46
N 6.27 1.22 -1.47
H -2.80 -1.65 3.66
C 0.35 -1.02 4.19
H -0.56 6.40 -1.58
C 1.40 0.42 -5.86
H 3.84 0.77 1.38
H 4.85 -4.68 0.62
C -5.32 -2.78 2.34
H 8.53 3.51 -1.82
H -4.16 2.14 -5.49
H 1.70 3.46 -5.06
H -2.69 -0.01 0.34
N 2.86 1.96 2.78
H -4.58 0.36 2.86
H -3.89 3.98 -3.84
H 2.27 -2.21 0.03
H -0.54 5.37 3.61
N 1.23 0.28 -4.54
H -1.42 0.85 2.91
H -8.60 -3.25 2.35
H 0.11 -1.25 -3.56
H 4.67 0.06 -0.75
H 2.71 -0.12 2.37
H -3.23 0.61 -5.23
H -1.48 -2.81 2.15
H -3.61 -2.89 -2.16
C 1.14 -0.96 -3.79
C -4.79 1.64 1.17
H 4.40 -3.04 0.98
H -5.42 1.89 3.32
H -1.43 -5.38 -1.94
C 0.06 -6.28 -0.67
H -2.96 -3.39 1.43
H -2.74 5.68 -2.28
C 1.38 1.51 -3.95
H -0.02 4.75 -1.25
H -0.66 -6.35 0.14
H 1.90 4.42 4.69
H 0.04 -5.81 -2.80
H -5.84 -1.64 -1.94
C 7.92 2.65 -1.66
C -6.70 -2.45 4.02
C -1.80 1.18 3.88
H 1.85 2.39 0.98
N 1.52 1.70 -6.15
C 3.22 2.14 -7.91
N 1.73 3.79 2.65
H 5.29 0.41 -3.72
H 1.36 3.24 -7.59
H 1.18 1.62 -8.20
H -2.23 2.18 3.90
C -3.69 -0.24 -0.04
H -5.47 2.41 0.80
N 8.35 1.54 -0.96
C -0.65 1.18 4.89
H 1.66 -0.88 -2.84
C -5.44 -2.48 4.51
H -2.44 4.92 -0.71
H -2.90 -3.21 4.48
N -4.03 -1.19 -0.89
H -1.24 5.44 2.09
O -0.41 1.09 0.67

Atomic partial charges in e from the Mulliken method, atoms 1 to 8:
1. H 0.476
2. N 0.484
3. C -0.858
4. H 0.467
5. H 0.428
6. C -0.825
7. C -0.814
8. C -0.252



Which structure is most stable? B, by 290.9 kJ/mol over the runner-up.